1.
ORCA calculation (ωB97M-V with the def2-TZVPD basis set) on a cluster of 2 separate species, C6H16N2O in total at a distorted geometry.

Last column: Löwdin charge in e.
CARTESIAN COORDINATES (ANGSTROEM)
C: 2.404 -0.841 0.473  -0.1021
N: 1.235 -0.218 -0.119  -0.1613
C: 1.508 1.148 -0.624  -0.1745
C: 0.174 1.914 -0.514  -0.1513
C: -0.788 0.911 0.152  -0.1550
C: 0.152 -0.029 0.874  -0.3471
C: -0.487 -1.310 1.391  -0.2301
N: -1.304 -2.057 0.425  0.0145
H: 3.206 -0.143 0.743  0.0769
H: 2.854 -1.589 -0.190  0.0824
H: 2.218 -1.350 1.414  0.0673
H: 1.758 1.048 -1.672  0.1087
H: 2.322 1.632 -0.073  0.1067
H: -0.223 2.149 -1.494  0.0963
H: 0.276 2.875 -0.009  0.1034
H: -1.502 1.416 0.805  0.1188
H: -1.346 0.431 -0.650  0.0699
H: 0.585 0.521 1.730  0.1500
H: -1.107 -1.082 2.263  0.1079
H: 0.282 -1.997 1.748  0.0978
H: -1.755 -1.448 -0.243  0.0358
H: -0.725 -2.732 -0.049  0.0613
H: -3.403 0.926 -1.761  0.0397
H: -3.368 -0.520 -2.231  0.0415
O: -2.965 0.343 -2.390  -0.0574

* E_LUMO: 0.8 eV
* SMILES string: CN1CCC[C@H]1CN.O



2.
ORCA calculation (ωB97M-V with the def2-TZVPD basis set) on a structure of composition C6H16N2O at a distorted geometry.

Last column: Löwdin charge in e.
CARTESIAN COORDINATES (ANGSTROEM)
C: 2.249 0.710 0.112  -0.5249
C: 2.023 -0.464 1.053  -0.0461
N: 1.992 0.306 -1.254  0.0511
O: 3.541 1.292 0.299  -0.0445
H: 4.203 0.590 0.263  0.0823
H: 1.550 1.514 0.352  0.1288
H: 2.197 1.068 -1.891  0.0832
H: 2.568 -0.488 -1.517  0.0804
H: 1.008 -0.835 0.937  0.0537
H: 2.720 -1.275 0.825  0.0788
H: 2.176 -0.151 2.084  0.0814
C: -1.482 1.460 0.065  -0.1351
C: -2.262 -0.454 1.232  -0.1860
N: -1.315 0.049 0.380  -0.2442
C: -1.132 -0.832 -1.121  -0.0763
C: -2.098 -1.591 -1.480  -0.0328
H: -0.245 -0.373 -1.517  0.0484
H: -1.963 -1.397 1.682  0.0727
H: -1.301 2.064 0.960  0.0811
H: -0.766 1.744 -0.704  0.0654
H: -2.490 1.694 -0.316  0.0836
H: -2.712 0.245 1.937  0.0854
H: -3.224 -1.027 0.483  0.0941
H: -2.193 -2.334 -2.249  0.0466
H: -3.044 -1.514 -0.617  0.0730

* E_LUMO: 0.9 eV



3.
ORCA calculation (ωB97M-V with the def2-TZVPD basis set) on a cluster of 3 separate species, C6H16N2O2 in total at a distorted geometry.

Last column: Löwdin charge in e.
CARTESIAN COORDINATES (ANGSTROEM)
C: -0.500 3.372 -0.059  -0.0898
C: 0.248 2.036 -0.354  -0.4567
C: -0.032 1.092 0.813  -0.2542
C: 0.685 -0.221 0.804  -0.1697
C: 2.014 -0.370 0.542  -0.3165
N: 2.719 -1.505 0.465  -0.1441
C: 2.195 -2.609 -0.049  -0.2196
N: -0.210 1.503 -1.641  0.0396
H: -0.849 3.800 -1.002  0.0528
H: 0.052 4.075 0.560  0.0597
H: -1.438 3.044 0.400  0.0598
H: 1.315 2.217 -0.381  0.1138
H: -1.111 0.941 0.974  0.1016
H: 0.136 1.672 1.748  0.1003
H: 0.096 -1.098 1.052  0.0587
H: 2.702 0.471 0.469  0.0790
H: 1.289 -2.552 -0.676  -0.0008
H: 2.579 -3.607 0.038  -0.0308
H: 0.574 1.428 -2.266  0.0628
H: -0.745 0.663 -1.518  0.0281
H: -1.404 -1.119 -1.588  0.0053
H: -2.179 -2.039 -2.404  0.0278
O: -2.081 -1.804 -1.474  -0.0721
H: -1.240 -3.331 2.033  0.0227
H: -2.693 -3.091 1.380  0.0156
O: -2.121 -2.967 2.134  -0.0736

* total charge: -1
* 2S+1: 2
* E_LUMO (alpha / beta): 3.3 / 3.2 eV
* expectation value of S²: 0.763



4.
ORCA calculation (ωB97M-V with the def2-TZVPD basis set) on a cluster of 2 separate species, C6H16N3O4 in total at a distorted geometry.

Last column: Löwdin charge in e.
CARTESIAN COORDINATES (ANGSTROEM)
C: 1.972 -1.512 -2.568  -0.0135
C: -0.452 0.362 2.105  0.0107
C: -0.834 2.542 0.894  0.0383
C: -2.244 -0.632 -1.329  0.0037
C: 1.772 -1.448 -1.032  -0.1514
C: -0.031 0.286 -0.659  -0.3548
N: 1.314 1.756 1.340  0.1197
N: -0.131 1.521 -1.423  -0.3188
N: 0.016 1.314 1.122  -0.2738
O: -1.181 1.739 -2.014  0.1222
O: 0.777 2.286 -1.331  0.1312
O: -0.952 -0.638 -0.723  0.0078
O: 1.207 -0.182 -0.623  -0.0118
H: 0.964 -1.395 -3.032  0.1073
H: 2.544 -0.642 -2.681  0.0682
H: 2.474 -2.380 -2.700  0.0534
H: 0.239 0.534 2.926  0.1123
H: -1.466 0.498 2.392  0.1006
H: -0.312 -0.643 1.688  0.1061
H: -0.991 2.975 1.810  0.0852
H: -0.285 3.214 0.309  0.0731
H: -1.750 2.167 0.346  0.1312
H: -2.662 -1.619 -1.252  0.1006
H: -1.999 -0.476 -2.491  0.1488
H: -2.855 0.234 -1.098  0.0925
H: 2.622 -1.629 -0.358  0.1415
H: 0.998 -2.277 -0.923  0.1405
H: 1.514 2.543 0.713  0.1109
H: 1.955 0.984 1.170  0.1181

* total charge: +1
* E_LUMO: -4.8 eV



5.
ORCA calculation (ωB97M-V with the def2-TZVPD basis set) on a structure of composition C6H16N3PdSe at a distorted geometry.

Last column: Löwdin charge in e.
CARTESIAN COORDINATES (ANGSTROEM)
C: 0.365 -3.485 -2.874  -0.1405
Pd: 0.328 -0.656 -1.823  0.0118
N: 0.607 1.339 -1.379  -0.1042
H: -0.034 -0.158 -3.259  -0.1350
H: -0.305 1.795 -1.230  0.0361
H: 0.964 -2.564 -2.844  -0.0758
H: 0.275 -3.890 -3.892  -0.0038
H: -0.651 -3.296 -2.481  0.0016
H: 1.061 -4.291 -2.383  0.0463
H: 1.179 1.534 -0.546  0.0240
H: 1.053 1.824 -2.172  0.0223
C: -2.459 -0.171 0.557  -0.0846
N: -1.340 0.514 1.197  -0.1749
C: -1.397 1.702 1.832  -0.1383
C: -0.135 2.011 2.294  -0.1528
N: 0.702 1.014 1.945  -0.1896
C: 2.132 0.975 2.248  -0.0991
C: -0.051 0.112 1.273  -0.9107
Se: 0.572 -1.383 0.585  0.4948
H: -2.246 -0.308 -0.524  0.0537
H: -3.391 0.425 0.663  0.0823
H: -2.613 -1.160 1.035  0.0750
H: -2.289 2.305 1.950  0.0992
H: 0.152 2.900 2.842  0.0856
H: 2.633 1.853 1.788  0.0807
H: 2.280 1.006 3.347  0.0547
H: 2.607 0.055 1.853  0.0413

* total charge: -1
* 2S+1: 3
* E_LUMO (alpha / beta): 3.6 / 3.4 eV
* expectation value of S²: 2.013



6.
ORCA calculation (ωB97M-V with the def2-TZVPD basis set) on the ion C6H16N4O3 with charge +2 at a distorted geometry.

Last column: Löwdin charge in e.
CARTESIAN COORDINATES (ANGSTROEM)
C: -0.161 -1.349 0.270  -0.1887
C: 0.980 -0.909 -0.302  -0.1717
C: 1.205 0.450 -1.031  -0.1671
C: -0.873 1.237 -0.396  -0.2468
C: -1.189 -0.335 0.562  -0.2954
C: 0.867 2.133 0.911  0.0200
N: 0.471 1.528 -0.393  -0.0919
N: -0.416 -2.657 0.791  0.1434
N: 2.688 0.728 -1.118  0.3107
N: -2.530 -0.833 0.045  0.2813
O: 2.103 -1.610 -0.594  0.0966
O: -1.419 0.913 -1.620  0.0310
O: -1.350 -0.040 1.934  0.0605
H: 0.678 0.108 -1.979  0.2005
H: -1.576 2.001 -0.037  0.1816
H: 1.833 2.355 0.801  0.0289
H: 0.231 3.042 1.060  0.1354
H: 0.733 1.536 1.886  0.1361
H: 0.395 -3.230 0.831  0.0911
H: -0.906 -2.721 1.682  0.1169
H: 2.990 -0.191 -0.883  0.1170
H: 2.830 1.477 -0.399  0.1883
H: 2.739 0.851 -2.113  0.1838
H: -2.504 -1.914 -0.171  0.2295
H: -2.590 -0.397 -0.845  0.1216
H: -3.282 -0.697 0.645  0.1458
H: 2.235 -2.292 0.025  0.1201
H: -2.166 1.400 -1.900  0.1171
H: -2.015 -0.586 2.338  0.1044

* total charge: +2
* E_LUMO: -6.2 eV
* SMILES string: CN1[C@@H](O)[C@]([NH3+])(O)C(N)=C(O)[C@@H]1[NH3+]



7.
ORCA calculation (ωB97M-V with the def2-TZVPD basis set) on the ion C6H16N5 with charge +1 at a distorted geometry.

Last column: Löwdin charge in e.
CARTESIAN COORDINATES (ANGSTROEM)
C: -1.625 1.846 -0.157  -0.0249
C: -0.147 2.404 -0.221  -0.0650
C: -0.085 0.072 0.093  -0.1620
C: 0.513 -1.274 0.134  -0.5477
C: -2.523 -0.376 0.705  -0.0370
C: 2.038 1.206 -0.522  0.0027
N: -1.388 0.389 0.259  -0.0407
N: 0.590 1.142 -0.295  -0.0838
N: 0.751 -1.513 -1.312  0.1133
N: 1.824 -1.344 0.782  0.0833
N: -0.447 -2.335 0.702  0.0669
H: -2.276 2.383 0.443  0.1005
H: -1.988 1.803 -1.185  0.1314
H: -0.054 3.054 -1.098  0.1352
H: 0.028 3.006 0.682  0.1355
H: -3.421 0.353 0.823  0.1371
H: -2.919 -1.132 0.048  0.0847
H: -2.218 -0.764 1.618  0.0642
H: 2.375 0.151 -0.386  0.0599
H: 2.131 1.698 -1.408  0.0655
H: 2.533 1.732 0.380  0.1414
H: 1.721 -1.166 -1.582  0.1188
H: 0.078 -1.082 -1.870  0.0637
H: 1.665 -1.437 1.754  0.0832
H: 2.245 -2.278 0.469  0.1464
H: 0.138 -3.154 1.041  0.1061
H: -1.147 -2.679 -0.055  0.1213

* total charge: +1
* E_LUMO: -2.9 eV
* SMILES string: CN1CC[N+](C)=C1C(N)(N)N



8.
ORCA calculation (ωB97M-V with the def2-TZVPD basis set) on a cluster of 2 separate species, C6H16NO in total at a distorted geometry.

Last column: Löwdin charge in e.
CARTESIAN COORDINATES (ANGSTROEM)
C: -1.676 -2.117 0.638  -0.0322
C: -1.098 -0.724 0.725  -0.3187
C: 0.342 -0.672 1.257  -0.1429
C: 1.522 -0.623 0.279  -0.1902
C: 2.689 1.062 -1.258  0.0349
C: 1.658 0.646 -0.532  -0.2109
N: -1.173 -0.021 -0.616  0.2017
H: -0.924 -2.863 0.397  0.0898
H: -2.061 -2.438 1.606  0.1031
H: -2.432 -2.186 -0.154  0.0910
H: -1.726 -0.110 1.370  0.1507
H: 0.523 -0.036 2.121  0.1284
H: 0.503 -1.675 1.662  0.1165
H: 1.673 -1.520 -0.330  0.1291
H: 2.415 -0.595 0.902  0.1268
H: 3.475 0.367 -1.557  0.0760
H: 2.909 2.084 -1.532  0.0685
H: 0.910 1.435 -0.438  0.0679
H: -1.104 1.002 -0.471  0.0958
H: -2.061 -0.162 -1.096  0.1691
H: -0.391 -0.265 -1.230  0.1508
H: -0.552 3.140 -0.552  0.0579
H: -1.997 3.433 -0.342  0.0784
O: -1.423 2.839 -0.850  -0.0415

* total charge: +1
* E_LUMO: -3.0 eV